Density functional theory data (the ωB97M-V functional and the def2-TZVPD basis) for a molecular structure, C22H17F3N5O2PbS3.

Computed properties:
* charge: +1
* E_tot: -80536.930 eV
* maximum force: 1.86 eV/A

Element x y z (Å)
Pb (0.00185, -0.55175, -2.52198)
N (2.56230, 1.10375, 5.00757)
C (2.58547, 0.87387, 3.66528)
C (3.15582, 1.81726, 2.80243)
C (3.11050, 1.63366, 1.45669)
C (2.53041, 0.45772, 0.93817)
C (1.99251, -0.48840, 1.79863)
C (2.01685, -0.29291, 3.15226)
S (2.37370, 0.28341, -0.77050)
O (2.04113, -1.11802, -1.09016)
O (3.53618, 0.81633, -1.43570)
N (1.00610, 1.00023, -1.32365)
C (0.79424, 2.34557, -1.47835)
N (1.56609, 3.19391, -0.81527)
C (1.33019, 4.47598, -1.04366)
C (0.34973, 4.92331, -1.88476)
C (-0.37618, 3.95489, -2.51165)
N (-0.18043, 2.66147, -2.31884)
H (3.02500, 1.89521, 5.43508)
H (2.19217, 0.41923, 5.64086)
H (3.62902, 2.71197, 3.20444)
H (3.51319, 2.40256, 0.79912)
H (1.53448, -1.40110, 1.43270)
H (1.61722, -1.03785, 3.82062)
H (1.96199, 5.15905, -0.48111)
H (0.16719, 5.97299, -2.06544)
H (-1.19191, 4.19245, -3.17762)
F (-2.23297, 0.64849, 2.50709)
C (-3.36206, 0.28093, 1.90176)
F (-3.54767, -1.01607, 2.12832)
F (-4.37720, 0.93773, 2.46245)
C (-3.27405, 0.55689, 0.41754)
C (-4.15668, 1.47830, -0.16638)
C (-4.06208, 1.78994, -1.51466)
C (-3.07971, 1.17602, -2.27004)
N (-2.28562, 0.26567, -1.72612)
C (-2.35100, -0.04967, -0.43712)
S (-1.14476, -1.26241, 0.11158)
H (-4.88815, 1.93425, 0.45364)
H (-4.75094, 2.47543, -1.96974)
H (-2.92143, 1.40809, -3.30954)
S (-2.29166, -3.01570, -0.17538)
C (-0.98255, -4.05511, -0.75916)
C (-0.18771, -4.76489, 0.14333)
C (0.78663, -5.57187, -0.36399)
C (0.99012, -5.67475, -1.73990)
C (0.22394, -4.95479, -2.62959)
C (-0.79023, -4.15771, -2.14763)
H (-0.33720, -4.69299, 1.21937)
H (1.49384, -6.14346, 0.24790)
H (1.78707, -6.32072, -2.10100)
H (0.38713, -5.00907, -3.69092)
H (-1.48982, -3.66734, -2.82693)

natural (NBO) population analysis, charges in e, atoms 1 to 5: 1.44, -0.78, 0.23, -0.27, -0.14